Model 1:
16
Properties=species:S:1:pos:R:3:nbo_charge:R:1 method="wB97M-V/def2-TZVPD" orbital_gap_ev=9.5 smiles="NN(C=O)C[C@H]1CS1" e_homo_ev=-8.9
S 2.379 0.336 0.991 0.092
O -1.267 -2.046 -0.414 -0.613
N -1.246 0.188 -0.920 -0.298
N -2.055 1.293 -1.151 -0.635
C -1.842 -1.024 -0.702 0.532
C 0.212 0.302 -0.860 -0.249
C 0.654 0.684 0.552 -0.309
C 0.827 -0.388 1.546 -0.491
H -2.923 -0.951 -0.807 0.127
H -1.984 1.999 -0.428 0.350
H 0.674 -1.392 1.174 0.248
H -1.779 1.708 -2.030 0.350
H 0.329 1.643 0.901 0.219
H 0.641 -0.657 -1.098 0.242
H 0.541 1.052 -1.589 0.205
H 0.578 -0.212 2.611 0.231

---

Model 2:
16
Properties=species:S:1:pos:R:3:nbo_charge:R:1 method="wB97M-V/def2-TZVPD" orbital_gap_ev=10.0 smiles="C=NSC(=O)NCC" e_homo_ev=-9.3
S 1.137 1.241 -1.463 0.356
O 0.041 3.232 -0.245 -0.597
N -0.426 1.308 0.837 -0.631
N 0.464 -0.375 -1.493 -0.549
C 0.156 2.034 -0.165 0.535
C -1.024 -1.009 1.089 -0.614
C 0.029 0.067 1.386 -0.222
C 0.989 -1.216 -2.318 -0.072
H -1.049 1.900 1.369 0.408
H -0.552 -2.002 1.156 0.207
H 1.739 -0.984 -3.084 0.158
H 0.625 -2.237 -2.352 0.182
H -1.878 -0.833 1.750 0.199
H -1.439 -0.970 0.082 0.228
H 0.990 -0.259 0.984 0.214
H 0.198 0.104 2.466 0.198

---

Model 3:
16
Properties=species:S:1:pos:R:3:nbo_charge:R:1 method="wB97M-V/def2-TZVPD" orbital_gap_ev=10.1 smiles="O=CN1C[C@H](S)CN1" e_homo_ev=-9.9
S 1.530 0.158 1.893 -0.080
O -1.111 -0.053 -3.083 -0.568
N -0.809 -1.082 0.281 -0.427
N -0.024 -0.553 -0.890 -0.350
C 0.287 0.938 -0.667 -0.268
C -0.983 -0.692 -2.004 0.520
C -0.942 0.035 1.148 -0.267
C 0.172 0.915 0.936 -0.366
H -1.896 0.574 0.768 0.197
H 2.769 0.125 0.864 0.178
H -0.623 1.436 -1.201 0.230
H -0.885 -0.230 2.191 0.225
H -0.029 -1.370 0.674 0.351
H -1.459 -1.687 -1.520 0.152
H 1.339 1.457 -0.841 0.241
H -0.193 1.867 1.227 0.231

---

Model 4:
16
Properties=species:S:1:pos:R:3:nbo_charge:R:1 method="wB97M-V/def2-TZVPD" orbital_gap_ev=9.3 smiles="NN1CCOCC1=S" e_homo_ev=-8.5
S 2.726 -0.871 -0.020 -0.191
O -1.179 -1.363 -0.506 -0.517
N 0.543 0.698 -0.006 -0.256
N 1.367 1.862 -0.109 -0.633
C -1.660 -0.310 0.293 -0.090
C -0.900 0.944 -0.139 -0.241
C 1.102 -0.546 0.035 0.086
C 0.109 -1.745 -0.059 -0.132
H -2.764 -0.194 0.158 0.210
H 0.020 -2.117 0.992 0.192
H -1.546 -0.519 1.408 0.176
H 1.774 1.785 -1.053 0.357
H 2.128 1.684 0.548 0.377
H 0.549 -2.436 -0.780 0.236
H -1.184 1.853 0.415 0.222
H -1.086 1.274 -1.177 0.204

---

model 2 has the most favorable energy; the next structure is 0.203 eV above.

---

Model 1:
16
Properties=species:S:1:pos:R:3:nbo_charge:R:1 method="wB97M-V/def2-TZVPD" orbital_gap_ev="8.6 / 8.6" e_homo_ev="-8.1 / -8.1"
S 0.071 -0.548 -0.495 1.094
O -0.746 0.607 -2.563 -0.427
N -1.068 0.282 -1.209 -0.566
N -0.811 -1.541 0.583 -0.764
C 0.519 -0.441 2.230 -0.258
C 0.920 0.488 1.342 -0.332
C 0.032 1.710 -2.913 -0.247
C 0.004 -1.871 1.764 -0.279
H -0.560 -2.163 2.670 0.218
H 1.163 1.485 1.462 0.206
H -0.159 1.902 -3.957 0.198
H -1.649 -1.065 1.059 0.403
H 0.894 -2.441 1.714 0.221
H -0.281 2.501 -2.232 0.176
H 0.625 -0.344 3.287 0.199
H 1.044 1.440 -2.742 0.158

---

Model 2:
16
Properties=species:S:1:pos:R:3:nbo_charge:R:1 method="wB97M-V/def2-TZVPD" orbital_gap_ev=9.0 smiles="CO[C@@H]1CN=CNS1" e_homo_ev=-8.4
S -0.264 1.750 -0.889 0.346
O -1.376 0.268 1.079 -0.536
N 0.667 -1.038 -1.118 -0.500
N 1.317 1.161 -0.517 -0.800
C 1.488 -0.161 -0.819 0.292
C -1.227 0.317 -0.294 -0.054
C -0.692 -0.921 -1.056 -0.277
C -0.198 -0.101 1.799 -0.295
H -1.116 -1.821 -0.606 0.210
H 0.277 0.920 2.092 0.183
H -0.660 -0.620 2.700 0.203
H 1.977 1.790 0.035 0.431
H -2.256 0.480 -0.641 0.217
H -1.133 -0.769 -2.034 0.215
H 0.574 -0.861 1.135 0.200
H 2.625 -0.395 -0.866 0.165

---

Model 3:
16
Properties=species:S:1:pos:R:3:nbo_charge:R:1 method="wB97M-V/def2-TZVPD" orbital_gap_ev=10.2 smiles="O=CN(S)C[C@H]1CN1" e_homo_ev=-9.5
S 0.612 1.957 -0.310 0.186
O 0.825 -0.818 2.277 -0.610
N -0.169 -1.041 -1.802 -0.613
N 0.148 0.675 0.692 -0.574
C 1.025 0.195 1.604 0.526
C -1.449 -1.642 -1.701 -0.240
C -1.005 -0.100 0.389 -0.248
C -0.670 -1.293 -0.465 -0.109
H -1.333 -0.382 1.397 0.238
H -1.505 -2.670 -2.018 0.196
H -1.724 0.544 -0.157 0.216
H 1.934 0.834 1.684 0.134
H -2.322 -1.021 -1.972 0.193
H -0.278 -2.115 0.141 0.217
H 0.559 -1.678 -2.075 0.363
H 1.031 1.336 -1.443 0.123

---

model 3 has the most favorable energy; the next structure is 1.062 eV above.

---

Model 1:
7
Properties=species:S:1:pos:R:3:nbo_charge:R:1 method="wB97M-V/def2-TZVPD" orbital_gap_ev=11.8 e_homo_ev=-10.9
Cl 0.355 -2.039 0.280 -0.386
Si 1.007 -0.228 -0.438 0.902
O -2.447 0.309 0.404 -0.492
C -2.317 1.281 0.940 0.502
H 1.727 -0.145 -1.636 -0.160
H -0.209 0.459 -0.071 -0.175
H 1.884 0.363 0.522 -0.191

---

Model 2:
7
Properties=species:S:1:pos:R:3:nbo_charge:R:1 method="wB97M-V/def2-TZVPD" orbital_gap_ev="7.3 / 8.1" e_homo_ev="-8.2 / -7.9"
Cl -1.355 3.012 -0.200 -0.355
Si -1.277 1.049 -0.326 0.673
O 1.551 -1.428 -2.283 -0.444
C 0.458 -1.217 -2.572 0.339
H -0.306 0.157 0.549 -0.164
H -0.357 -1.872 -2.820 0.126
H -2.665 0.318 -0.007 -0.175

---

model 1 has the most favorable energy; the next structure is 3.152 eV above.

---

Model 1:
7
Properties=species:S:1:pos:R:3:nbo_charge:R:1 method="wB97M-V/def2-TZVPD" orbital_gap_ev="10.1 / 8.3" e_homo_ev="-9.9 / -9.3"
O -0.411 -1.878 -1.537 -0.268
O 0.357 1.168 0.727 -0.499
O 1.276 -0.669 -0.764 -0.286
N 0.185 -1.107 -0.872 0.537
N -0.882 0.651 0.894 -0.261
H 0.977 0.616 1.236 0.482
H -1.502 1.220 0.317 0.295

---

Model 2:
7
Properties=species:S:1:pos:R:3:nbo_charge:R:1 method="wB97M-V/def2-TZVPD" orbital_gap_ev="6.6 / 6.7" e_homo_ev="-9.0 / -9.1"
O 0.531 -0.527 0.667 -0.029
O -1.123 0.595 -1.176 -0.685
O 1.510 -0.441 -1.270 -0.274
N 0.604 -0.171 -0.511 0.578
N -0.455 -0.430 1.503 -0.378
H -0.973 1.419 -1.673 0.454
H -0.095 -0.446 2.461 0.333

---

Model 3:
7
Properties=species:S:1:pos:R:3:nbo_charge:R:1 method="wB97M-V/def2-TZVPD" orbital_gap_ev=11.2 smiles="O=[N+]([O-])NO" e_homo_ev=-11.2
O -1.982 -0.297 -0.098 -0.366
O 1.319 0.202 -0.268 -0.530
O -0.642 1.481 0.013 -0.374
N 0.174 -0.500 0.215 -0.171
N -0.903 0.259 -0.083 0.589
H 1.946 0.174 0.597 0.489
H 0.088 -1.319 -0.378 0.364

---

model 3 has the most favorable energy; the next structure is 1.015 eV above.

---

Model 1:
22
Properties=species:S:1:pos:R:3:nbo_charge:R:1 method="wB97M-V/def2-TZVPD" orbital_gap_ev=6.2 e_homo_ev=-7.4
N 1.628 -0.696 -0.273 -0.410
N 2.357 0.212 0.512 0.026
N 3.451 -0.051 0.648 -0.180
C 4.078 -1.005 -0.244 -0.509
C -0.333 0.811 0.571 -0.212
C -3.997 0.658 0.344 -0.617
C -1.752 0.970 0.778 -0.235
C -0.638 -0.832 -1.069 -0.187
C -1.926 -0.658 -1.032 -0.253
C 0.320 -0.161 -0.208 0.077
C -2.477 0.239 -0.089 -0.044
H -2.133 1.429 1.734 0.225
H 3.984 -2.076 0.332 0.250
H -4.849 -0.065 0.100 0.214
H -0.209 -1.509 -1.927 0.208
H 0.354 1.848 0.901 0.191
H -4.412 1.725 -0.146 0.212
H -3.787 0.955 1.618 0.203
H 3.938 1.358 1.142 0.321
H 3.663 -1.008 -1.418 0.263
H -2.439 -1.338 -1.746 0.225
H 5.179 -0.806 -0.528 0.234

---

Model 2:
22
Properties=species:S:1:pos:R:3:nbo_charge:R:1 method="wB97M-V/def2-TZVPD" orbital_gap_ev=7.6 smiles="CN/N=c1/cccc[nH]1.C#C" e_homo_ev=-6.9
N 1.016 -0.573 -0.758 -0.358
N -0.856 -0.575 0.751 -0.586
N 1.944 -0.409 0.293 -0.472
C 1.030 2.637 0.968 -0.208
C -1.079 -1.095 -1.606 -0.219
C -2.417 -1.345 -1.407 -0.189
C -0.062 2.262 1.311 -0.251
C -0.271 -0.684 -0.512 0.313
C -2.967 -1.139 -0.134 -0.344
C -2.171 -0.681 0.863 0.058
C 3.132 0.188 -0.286 -0.430
H 3.907 0.573 0.412 0.197
H -0.478 -1.005 -2.505 0.246
H -0.967 1.793 1.242 0.220
H -2.531 -0.211 1.843 0.203
H -0.238 -0.360 1.587 0.421
H 2.081 2.726 0.954 0.235
H -3.046 -1.474 -2.259 0.220
H 3.492 -0.685 -0.782 0.211
H 1.568 0.108 1.062 0.324
H -4.025 -0.979 0.082 0.228
H 2.938 0.927 -1.119 0.185

---

model 2 has the most favorable energy; the next structure is 5.394 eV above.

---

Model 1:
10
Properties=species:S:1:pos:R:3:nbo_charge:R:1 method="wB97M-V/def2-TZVPD" orbital_gap_ev=9.4 e_homo_ev=-9.0
O -1.040 -0.070 -0.446 -0.621
N -2.107 0.004 0.540 -0.502
C 1.408 0.072 -0.904 -1.076
B 0.153 -0.274 -0.015 1.016
H 1.386 1.176 -0.755 0.254
H 1.301 0.043 -2.017 0.259
H -2.214 0.973 0.680 0.347
H 0.501 -1.069 2.035 -0.309
H -1.739 -0.543 1.418 0.379
H 2.352 -0.312 -0.537 0.253

---

Model 2:
10
Properties=species:S:1:pos:R:3:nbo_charge:R:1 method="wB97M-V/def2-TZVPD" orbital_gap_ev="6.3 / 7.3" e_homo_ev="-6.8 / -7.5"
O -0.604 -1.417 -0.404 -0.569
N -1.738 -1.591 -1.066 -0.500
C 1.119 0.965 0.884 -1.119
B -0.335 0.694 0.554 0.889
H 1.683 0.071 0.989 0.270
H -2.171 -2.493 -0.762 0.308
H 1.341 1.636 1.821 0.271
H -1.107 1.198 -0.053 -0.136
H -1.622 -1.649 -2.039 0.312
H 1.377 1.592 0.055 0.273

---

model 1 has the most favorable energy; the next structure is 1.246 eV above.

---

Model 1:
30
Properties=species:S:1:pos:R:3:nbo_charge:R:1 method="wB97M-V/def2-TZVPD" orbital_gap_ev="6.5 / 6.5" e_homo_ev="-6.5 / -6.5"
N 1.089 -0.192 -0.543 -0.154
N -1.176 -0.257 1.680 -0.463
N 0.288 0.641 -1.144 -0.217
C -0.179 0.286 -2.425 -0.415
C -0.039 -2.078 0.298 -0.084
C 1.412 0.408 0.630 -0.097
C -0.699 -1.156 1.094 0.257
C -1.639 1.976 -0.069 -0.614
C -0.847 -2.524 -0.885 -0.629
C 0.705 1.540 0.894 0.066
C -0.103 1.805 -0.354 -0.107
C 0.778 2.382 2.113 -0.653
C 1.156 -2.925 0.690 -0.640
H 2.064 -0.069 1.379 0.210
H -1.148 -0.151 -2.307 0.200
H -2.207 1.889 -0.972 0.205
H -1.873 3.002 0.448 0.207
H -1.898 1.216 0.615 0.256
H 1.502 3.242 1.869 0.222
H 1.308 1.752 2.897 0.230
H -0.563 -3.482 -0.978 0.207
H 1.615 -3.090 -0.318 0.219
H 0.108 2.753 -0.904 0.213
H 0.516 -0.479 -2.873 0.231
H -0.142 1.193 -3.164 0.204
H 1.840 -2.312 1.344 0.236
H -0.201 2.771 2.510 0.242
H -1.924 -2.317 -0.714 0.224
H 0.747 -3.957 0.888 0.225
H -0.490 -1.868 -1.699 0.219

---

Model 2:
30
Properties=species:S:1:pos:R:3:nbo_charge:R:1 method="wB97M-V/def2-TZVPD" orbital_gap_ev=10.2 smiles="CC(C)C(CC1(C#N)N=N1)C(C)C" e_homo_ev=-10.4
N 2.126 0.627 -3.107 0.001
N 4.145 0.017 -0.213 -0.271
N 2.187 -0.579 -3.245 -0.008
C 0.807 1.520 1.465 -0.619
C -0.255 1.392 0.379 -0.253
C -2.239 -0.799 1.674 -0.619
C -1.481 -2.486 0.052 -0.601
C 3.313 -0.103 -0.967 0.227
C 0.826 -0.697 -0.996 -0.443
C -0.010 2.380 -0.716 -0.611
C -0.510 -0.022 -0.243 -0.156
C -1.080 -1.191 0.784 -0.222
C 2.236 -0.148 -1.866 -0.002
H 0.699 0.762 2.202 0.212
H 0.887 2.449 2.026 0.223
H 1.802 1.585 0.922 0.210
H -2.426 -2.308 -0.549 0.202
H -0.307 -1.457 1.479 0.197
H 1.151 -1.221 -0.059 0.219
H -2.149 0.177 2.156 0.211
H -3.246 -0.835 1.260 0.208
H -0.729 -2.666 -0.647 0.203
H 0.998 2.613 -0.790 0.203
H -1.252 1.683 0.788 0.208
H -1.237 0.108 -1.107 0.208
H 0.409 -1.531 -1.708 0.215
H -2.392 -1.534 2.499 0.215
H -0.434 3.436 -0.513 0.213
H -1.630 -3.328 0.776 0.218
H -0.211 2.156 -1.736 0.215

---

model 2 has the most favorable energy; the next structure is 0.059 eV above.

---

Model 1:
23
Properties=species:S:1:pos:R:3:nbo_charge:R:1 method="wB97M-V/def2-TZVPD" orbital_gap_ev="8.0 / 8.0" smiles="[O-][N+]1=C(O)C=C[C@H]1O.C#CCC" e_homo_ev="-8.0 / -8.0"
O 0.203 -1.895 0.692 -0.649
O -1.251 -0.166 -1.026 -0.600
O -0.184 -0.323 -3.694 -0.698
N -0.093 -0.660 -1.314 0.036
C 1.621 -1.974 -1.313 -0.276
C 0.561 -1.541 -0.574 0.469
C -1.285 1.196 3.209 -0.592
C -0.197 1.350 1.077 0.040
C 0.588 -0.333 -2.568 0.210
C -1.418 1.595 1.692 -0.517
C 1.700 -1.401 -2.529 -0.176
C 0.981 1.331 0.877 -0.283
H -1.985 1.784 3.866 0.218
H 2.551 -1.695 -3.139 0.235
H -1.330 0.101 3.377 0.204
H -0.220 1.419 3.500 0.214
H 2.394 -2.578 -0.897 0.230
H -0.504 -1.326 1.083 0.524
H 1.942 1.127 0.644 0.217
H -1.195 -0.272 -3.376 0.509
H -2.304 0.948 1.446 0.243
H -1.708 2.624 1.477 0.241
H 1.131 0.688 -2.511 0.203

---

Model 2:
23
Properties=species:S:1:pos:R:3:nbo_charge:R:1 method="wB97M-V/def2-TZVPD" orbital_gap_ev=11.0 smiles="O=C1NC(=O)C2(CCCC2)CO1" e_homo_ev=-10.4
O 1.334 1.634 0.857 -0.496
O -1.359 -1.017 2.253 -0.586
O 2.347 1.122 2.945 -0.584
N 0.284 0.489 2.609 -0.654
C -1.411 -0.286 -0.708 -0.397
C -0.484 -0.231 1.758 0.701
C 1.365 1.156 2.177 0.890
C -0.880 -0.655 -2.131 -0.400
C 0.152 1.474 0.147 -0.067
C -0.223 0.000 0.240 -0.181
C 0.593 -0.793 -1.822 -0.405
C 0.731 -0.911 -0.380 -0.412
H 0.853 -1.656 -2.342 0.221
H 1.161 0.007 -2.257 0.200
H 0.370 0.103 3.528 0.443
H -1.884 0.721 -0.903 0.199
H -1.128 0.025 -2.893 0.213
H 0.234 1.759 -0.926 0.218
H 1.749 -0.669 -0.090 0.225
H 0.433 -1.889 -0.146 0.223
H -2.224 -0.849 -0.235 0.251
H -1.296 -1.617 -2.315 0.207
H -0.716 2.082 0.635 0.191

---

model 2 has the most favorable energy; the next structure is 5.452 eV above.